1.
This record from OMol25 describes 2 unconnected molecules or ions with the total composition C5H14N2 at a distorted geometry. The level of theory is wB97M-V/def2-TZVPD.

Element x y z (Å)
N (-2.7727, 0.5065, 0.0458)
N (1.8928, 0.9287, -0.8154)
C (-2.5982, 1.2583, -0.9820)
C (1.0163, 0.5004, 1.4870)
C (-2.7046, -0.9425, -0.2382)
C (2.0308, 0.1081, 0.4311)
C (1.9822, -1.3269, -0.0283)
H (1.0522, -1.5167, -0.5768)
H (0.0478, 0.5940, 0.9861)
H (-2.8328, 0.9831, -2.0297)
H (-3.5272, -1.4863, 0.2799)
H (0.9190, 0.8416, -1.1507)
H (2.8492, -1.5595, -0.6822)
H (-2.7598, -1.2515, -1.2761)
H (2.0342, -2.0374, 0.8369)
H (1.3636, 1.4596, 1.8476)
H (0.9459, -0.2123, 2.3021)
H (2.0192, 1.9201, -0.6474)
H (-1.8069, -1.3961, 0.2249)
H (-2.2014, 2.2777, -0.7752)
H (3.0503, 0.3512, 0.7607)

Properties
LUMO, eV: 0.85
F_max, hartree/bohr: 0.049
HOMO-LUMO gap, eV: 10.16
2S+1: 1
Energy above the lowest of the compared OMol25 structures with the same formula, charge and spin, kJ/mol: 172.1
E_tot, eV: -8390.8349

---

2.
This record from OMol25 describes 6 unconnected molecules or ions with the total composition C42H68F3IN10O9P3S at a distorted geometry. The level of theory is wB97M-V/def2-TZVPD.

Element x y z (Å)
I (3.6084, 4.0065, -0.8885)
S (1.9746, -3.0143, -2.9201)
P (4.4367, 1.8430, 0.0707)
P (1.5906, 2.2186, 3.5308)
P (3.0418, -1.5704, -2.0766)
F (4.4438, 0.6021, 6.3276)
F (-0.7823, 1.8167, 0.8335)
F (0.1543, -2.4473, 1.6509)
O (1.6096, -1.5471, 3.0731)
O (1.9175, 1.0176, 4.4144)
O (4.6227, -2.3180, -2.0888)
O (-0.0936, 2.5913, 3.5712)
O (-7.8470, -1.6478, 1.9492)
O (4.8421, 0.9496, -1.3088)
O (3.1335, -0.3918, -3.2449)
O (-1.3031, -0.0307, 1.9241)
O (2.2223, 3.5572, 4.4612)
N (3.7092, -1.8008, 0.5435)
N (-10.5861, -2.8077, 0.1954)
N (1.4163, -6.7099, -3.8831)
N (5.8576, -0.9912, 1.1131)
N (7.9822, -2.1659, 0.8679)
N (6.1595, 6.2891, -3.0702)
N (0.8829, -0.1371, 1.2172)
N (1.8347, 5.7693, -3.7683)
N (3.8572, 0.1588, 2.0552)
N (-5.0076, 2.8968, 3.9401)
C (-4.2473, -2.0881, -1.2060)
C (0.6204, -8.5191, -2.8749)
C (5.6007, 0.5347, 5.4476)
C (-5.7672, -1.0715, 0.6847)
C (-5.9388, 3.6123, 3.2345)
C (1.4608, 1.0571, -1.0098)
C (-7.0537, 3.7524, 4.0243)
C (5.5345, 6.8998, -4.1258)
C (5.2443, -0.2645, 4.0976)
C (2.2378, -7.7485, -4.2329)
C (-5.1333, -2.4352, 0.1243)
C (1.0179, 6.5906, -4.5002)
C (1.2556, 4.6366, -5.5868)
C (7.4631, 6.0290, -3.4023)
C (-6.7883, 3.0936, 5.2502)
C (6.5606, -2.0548, 0.3390)
C (4.5242, -0.8630, 1.2521)
C (1.9888, 4.5773, -4.4272)
C (1.7699, -8.8844, -3.6184)
C (-5.5203, 2.5722, 5.1684)
C (7.6737, 6.4863, -4.6800)
C (3.5230, -3.1415, 1.1262)
C (-12.3907, -3.5478, -0.8622)
C (-11.5850, -2.8814, 1.1272)
C (-2.7673, -1.7010, -0.6306)
C (0.9325, -1.2909, 2.0726)
C (-11.0666, -3.2171, -1.0195)
C (2.3770, 2.3144, 1.8442)
C (-0.3602, 0.5167, 1.2734)
C (0.6409, 5.9124, -5.6332)
C (4.7239, 0.8601, 3.0127)
C (6.4518, 7.0385, -5.1383)
C (-6.4635, -1.2509, 2.1434)
C (-12.7196, -3.3345, 0.4989)
C (0.4246, -7.1721, -3.0594)
C (-8.5807, -1.4042, 3.1841)
C (3.0203, 1.0251, 1.1396)
C (1.9514, 0.1389, 0.2346)
C (0.3125, 0.5131, -1.9578)
C (2.5873, -1.2721, -0.2836)
C (-0.4293, -0.8633, -1.6789)
C (-2.0279, -0.5491, -1.4763)
H (-4.7130, -1.2494, -1.8243)
H (8.3839, -2.9255, 0.2751)
H (2.4586, -3.4688, 1.3683)
H (6.6823, -1.6716, -0.7383)
H (1.1719, 3.8492, -6.3215)
H (3.9461, -3.9256, 0.3839)
H (-4.9539, -0.2716, 0.8356)
H (1.6484, 2.9172, 1.1927)
H (-4.9391, 2.0010, 5.8766)
H (-6.5881, -0.7370, -0.0524)
H (-2.9400, -1.3432, 0.4399)
H (3.2656, 3.0542, 1.9907)
H (-0.0056, 6.2929, -6.4102)
H (-7.8404, -1.3713, 4.0756)
H (4.4944, 7.1834, -4.0646)
H (1.7994, -2.1315, -0.1982)
H (6.5030, 0.1096, 6.0035)
H (-5.8811, -3.2775, -0.0591)
H (2.2567, 6.0056, -2.8838)
H (5.7276, 6.0652, -2.1874)
H (-7.9603, 4.2713, 3.7497)
H (1.5244, -5.7541, -4.1857)
H (-4.4171, -2.8209, 0.9529)
H (6.1175, -3.0987, 0.4185)
H (0.7213, 0.4679, -3.0429)
H (-13.0492, -3.9044, -1.6407)
H (1.1161, 2.1113, -0.6643)
H (4.3012, 1.6737, 3.6695)
H (-6.4971, -0.2170, 2.6672)
H (8.6044, 6.4292, -5.2251)
H (3.1765, 3.5692, 4.1924)
H (-5.7274, 3.9599, 2.2345)
H (6.0997, -0.9003, 3.6898)
H (-0.1430, -1.4530, -0.7503)
H (-9.1035, -0.3769, 3.0813)
H (5.7983, 0.7142, -1.2265)
H (2.6041, 3.7922, -4.0138)
H (-9.3356, -2.2495, 3.3249)
H (8.1263, 5.5436, -2.7021)
H (2.3455, 1.3666, -1.6942)
H (4.0343, -0.3719, -3.6619)
H (2.2060, -9.8694, -3.6965)
H (4.3022, -0.8966, 4.3359)
H (0.7756, 7.5833, -4.1516)
H (-0.4002, 2.0918, 4.3774)
H (5.8471, 1.6296, 5.1793)
H (-0.3320, -6.5042, -2.6757)
H (5.7122, 1.2977, 2.5826)
H (4.1505, -3.2296, 2.0905)
H (-2.1979, 0.4666, -0.9532)
H (-11.4029, -2.6042, 2.1544)
H (-5.9016, -1.9909, 2.8161)
H (-2.0628, -2.6053, -0.5920)
H (3.0827, -7.5896, -4.8859)
H (-4.1085, -3.0734, -1.7655)
H (6.2639, 7.4867, -6.1027)
H (-2.5690, -0.4642, -2.4957)
H (6.5117, -0.3199, 1.5658)
H (-9.6417, -2.5004, 0.3762)
H (-10.4272, -3.2365, -1.8892)
H (7.8903, -2.6317, 1.7990)
H (4.8971, -2.4684, -3.0218)
H (-4.0902, 2.6478, 3.6075)
H (-7.4520, 3.0091, 6.0981)
H (-13.6793, -3.4958, 0.9677)
H (0.0040, -9.1697, -2.2722)
H (-0.5154, 1.3239, -2.0365)
H (-0.4114, -1.4870, -2.6522)

Properties
LUMO, eV: -4.70
F_max, hartree/bohr: 0.153
HOMO-LUMO gap, eV: 4.18
Charge: +1
2S+1: 1
Energy above the lowest of the compared OMol25 structures with the same formula, charge and spin, kJ/mol: 0.0
E_tot, eV: -132927.6840

---

3.
This record from OMol25 describes a molecular structure, C7H16O11V3 at a distorted geometry. The level of theory is wB97M-V/def2-TZVPD.

Element x y z (Å)
V (0.7300, -1.2258, -1.3663)
V (0.5765, 2.2792, 1.6844)
V (-1.3830, -1.5273, 2.7143)
O (0.8365, -2.6752, -2.0586)
O (-1.8455, -3.0141, 2.4493)
O (1.5397, -0.3052, -2.4964)
O (-3.7402, 2.3648, -0.0302)
O (1.0227, 3.5080, 0.8111)
O (-0.3763, 0.2549, 1.9816)
O (2.9296, -1.3715, 0.0993)
O (0.5709, 2.6448, 3.3010)
O (-0.3178, -1.3916, 0.6314)
O (-1.7478, -0.9824, 4.1872)
O (0.2391, 0.5929, 0.0375)
C (-4.6032, 3.8500, -1.7203)
C (-3.3374, 3.1977, -1.1130)
C (-2.5143, 2.2862, -2.1119)
C (2.4203, -3.5563, 0.7516)
C (-0.1931, -0.2184, 0.8295)
C (4.7843, -2.8471, 0.1716)
C (3.4682, -2.4409, 0.7124)
H (2.3253, -3.9681, -0.2531)
H (-2.8426, 4.0742, -0.6947)
H (3.5226, -0.6380, 0.2782)
H (-4.2288, 4.5703, -2.4478)
H (5.4132, -1.9674, 0.0349)
H (-1.5682, 1.9402, -1.6956)
H (-5.1679, 4.3371, -0.9254)
H (-3.0829, 1.4050, -2.4089)
H (-3.8748, 1.4831, -0.3854)
H (4.8299, -3.2458, -0.8418)
H (1.4536, -3.3208, 1.1968)
H (-2.3230, 2.7002, -3.1019)
H (2.8084, -4.3473, 1.3933)
H (-5.2313, 3.1278, -2.2418)
H (5.3706, -3.4414, 0.8725)
H (3.5366, -2.1319, 1.7554)

Properties
LUMO, eV: -6.48
F_max, hartree/bohr: 0.138
HOMO-LUMO gap, eV: 6.37
Charge: +1
2S+1: 1
Energy above the lowest of the compared OMol25 structures with the same formula, charge and spin, kJ/mol: 362.7
E_tot, eV: -107093.9322

---

4.
This record from OMol25 describes a single C2H8Br2Si3 molecule at a distorted geometry. The level of theory is wB97M-V/def2-TZVPD.

Element x y z (Å)
Br (2.9265, 1.2070, -0.8757)
Br (-1.3601, 3.0370, 2.0512)
Si (1.4621, 0.7041, 0.7736)
Si (0.1421, 2.4962, 0.4845)
Si (-0.5282, -1.2594, -1.0299)
C (-2.2546, -1.4433, -0.2467)
C (0.9412, -1.0349, 0.3431)
H (0.0575, -2.0875, -2.1998)
H (2.2631, 0.9784, 1.9859)
H (-2.4501, -2.4846, 0.0831)
H (-0.4591, 0.2937, -1.7157)
H (-2.9453, -0.6108, -0.3329)
H (1.8416, -1.5633, 0.0584)
H (0.8821, -1.6656, 1.1761)
H (-0.5186, 3.4331, -0.5552)

Properties
LUMO (spin up / spin down), eV: -0.87 / -1.28
F_max, hartree/bohr: 0.069
HOMO-LUMO gap (spin up / spin down), eV: 8.81 / 5.93
2S+1: 1
Energy above the lowest of the compared OMol25 structures with the same formula, charge and spin, kJ/mol: 415.4
E_tot, eV: -165919.1993